# 1
This record from OMol25 describes 2 unconnected molecules or ions with the total composition C6H13NO. The level of theory is ωB97M-V/def2-TZVPD.

XYZ file:
```
21
Properties=species:S:1:pos:R:3:forces:R:3:nbo_charge:R:1
H 1.488183 -0.323094 -2.343886 -0.025 0.026 0.052 0.22
H -0.192278 0.226721 -2.306868 0.010 0.015 0.044 0.27
H 0.224547 -1.337417 -1.600003 -0.002 0.038 0.038 0.24
H -1.503175 -2.385898 1.022811 0.005 0.047 -0.013 0.20
C 0.235829 -1.211032 1.303151 -0.053 -0.099 -0.069 -0.17
H -0.036579 0.894086 1.418003 0.040 -0.013 -0.021 0.26
H 1.247668 -1.203282 1.699596 -0.018 -0.017 0.004 0.21
H -1.854232 1.139267 -0.182402 0.002 -0.018 0.009 0.25
H -1.901522 -0.605552 -0.501963 0.020 -0.008 0.007 0.20
H -0.089960 -3.207110 1.873559 0.013 0.051 -0.012 0.21
N 1.887217 1.011139 -0.164986 -0.274 -0.155 -0.186 -0.77
H -2.317787 -0.001599 1.101307 0.037 0.001 -0.015 0.22
C -0.488930 -2.320004 1.396681 0.069 0.165 -0.020 -0.39
C -0.202961 0.104677 0.682151 -0.089 0.074 -0.073 -0.36
C 0.574332 -0.314745 -1.749759 0.042 0.013 0.034 -0.72
O 0.206140 2.612827 -0.416017 -0.092 -0.050 0.026 -1.21
H 1.574458 1.955779 0.228982 -0.072 -0.050 0.061 0.49
C -1.662684 0.155827 0.243406 0.130 -0.058 0.002 -0.61
H -0.467062 3.295674 -0.307167 0.097 -0.042 -0.023 0.44
H 2.516790 1.129761 -0.949464 -0.054 -0.050 0.014 0.38
C 0.762005 0.383974 -0.447133 0.213 0.129 0.141 0.64
```
Positions in Å, forces in eV/Å.

Computed properties:
Kohn-Sham gap = 8.944 eV
Energy above the lowest of the compared OMol25 structures with the same formula, charge and spin = 74.7 kcal per mole
E_HOMO = -8.463 eV
LUMO = 0.5 eV
2S+1 = 1



# 2
This record from OMol25 describes a gas-phase ion, CHN2O3 (charge -1) at a distorted geometry. The level of theory is ωB97M-V/def2-TZVPD.

XYZ file:
```
7
Properties=species:S:1:pos:R:3:forces:R:3:nbo_charge:R:1
O -1.988710 -0.990513 -0.289998 -1.448 0.119 -0.081 -0.68
H 1.619263 -0.245693 -0.804724 -1.533 1.668 2.157 0.26
O 0.772436 1.301669 0.471360 -2.991 -3.436 -1.780 -0.31
N -0.756812 1.070598 -0.031002 -0.946 0.871 -0.182 -0.44
C -1.116406 -0.219234 -0.014890 5.361 1.732 0.654 0.75
O 0.212750 -0.902110 0.428301 -0.257 0.080 0.193 -0.49
N 1.257477 -0.014717 0.240950 1.814 -1.033 -0.960 -0.09
```
Positions in Å, forces in eV/Å.

Computed properties:
Kohn-Sham gap = 8.303 eV
SMILES = [O-]C1=NONO1
Net charge = -1
Energy above the lowest of the compared OMol25 structures with the same formula, charge and spin = 72.8 kcal per mole
E_HOMO = -3.756 eV
LUMO = 4.5 eV
2S+1 = 1



# 3
This record from OMol25 describes 2 unconnected molecules or ions with the total composition C10H18N3O at a distorted geometry. The level of theory is ωB97M-V/def2-TZVPD.

XYZ file:
```
32
Properties=species:S:1:pos:R:3:forces:R:3:nbo_charge:R:1
O 0.392263 1.605123 2.358815 0.419 0.509 -0.021 -0.71
H -0.367778 -1.165329 -3.873018 -0.121 0.391 0.028 0.42
H -0.348675 2.127478 2.672686 -0.327 -0.437 0.334 0.49
C -0.898665 -0.398386 2.822059 0.802 -1.325 0.058 -0.30
N -0.406096 0.923124 -1.423013 -0.001 1.281 0.603 -0.55
C -0.487402 0.562062 -2.680278 0.472 -1.709 -1.138 0.68
H 2.177933 -2.400812 1.537408 0.210 0.037 -0.207 0.22
H 0.147137 3.928540 -2.457694 -0.744 -0.290 0.017 0.22
H -0.810611 -4.386562 2.174240 0.195 0.037 0.311 0.22
H 2.245832 0.169918 1.548610 0.249 0.136 0.159 0.24
H 0.966286 -4.418604 2.173892 -0.087 0.029 0.106 0.23
C -0.955723 -1.797452 2.616349 0.045 1.501 0.304 -0.17
H 0.031021 -4.290046 0.715606 0.229 0.722 -0.256 0.22
H -1.390828 2.703857 -0.885326 0.052 0.034 -0.017 0.22
N -0.459900 -0.756948 -2.956006 0.071 -0.051 0.264 -0.77
C -0.369230 2.320168 -0.917022 -0.107 -0.178 -1.005 -0.24
C 1.393379 -0.408081 1.853321 -1.235 -0.799 1.033 -0.29
H -1.676187 0.078400 3.400937 -0.020 0.335 -0.220 0.23
H -0.455506 -1.399281 -2.193945 0.056 -0.362 0.293 0.41
C 0.102960 -2.434784 2.020712 1.046 -1.808 0.024 -0.06
C 0.554183 3.247804 -1.706964 0.493 1.239 0.399 -0.67
H -1.791696 -2.331902 3.036345 -0.228 -0.257 -0.345 0.23
H 1.422932 2.828086 -2.212928 0.035 -0.534 0.480 0.23
C 0.261818 0.234640 2.408249 0.096 1.202 -1.006 0.29
N -0.566768 1.360397 -3.746900 -0.089 0.577 0.527 -0.76
C 0.088154 -3.930544 1.747156 -0.675 -0.500 0.487 -0.63
H -0.556451 2.353445 -3.628816 0.076 0.266 -0.009 0.43
C 1.335703 -1.792410 1.822500 -0.797 0.697 -0.934 -0.17
H -0.321665 1.005056 -4.656166 -0.224 -0.059 0.045 0.43
H 0.916587 3.953201 -0.949910 0.281 -0.085 -0.261 0.25
H -0.167665 0.235980 -0.723439 -0.174 -0.301 -0.127 0.44
H -0.005346 2.273854 0.102540 0.000 -0.300 0.074 0.26
```
Positions in Å, forces in eV/Å.

Computed properties:
Kohn-Sham gap = 8.338 eV
Net charge = +1
Energy above the lowest of the compared OMol25 structures with the same formula, charge and spin = 21.8 kcal per mole
E_HOMO = -11.113 eV
LUMO = -2.8 eV
2S+1 = 1



# 4
This record from OMol25 describes a single C15H15N3O2 molecule at a distorted geometry. The level of theory is ωB97M-V/def2-TZVPD.

XYZ file:
```
35
Properties=species:S:1:pos:R:3:forces:R:3:nbo_charge:R:1
H 5.111623 2.196245 1.910618 -1.220 -0.209 0.571 0.19
C -3.558451 2.083351 -1.254451 -2.096 2.116 -0.697 -0.27
C 0.906521 -2.026690 -0.107794 4.638 -8.588 -7.076 -0.16
O 3.502512 -0.627620 2.749863 -1.248 -1.158 -0.960 -0.58
H -4.359775 -0.047768 -1.116040 -1.301 1.846 0.724 0.25
N -1.379869 -2.023934 -1.010828 4.945 -11.140 1.213 -0.59
H 4.690262 1.284808 3.295894 -0.460 -0.676 0.742 0.24
H -4.443284 2.591796 -0.932974 0.027 1.355 -0.407 0.23
H 2.113850 1.631878 0.020446 0.226 1.512 1.915 0.21
C -2.455860 -0.050185 -1.376872 0.220 1.627 -3.471 -0.15
C -3.660606 0.804510 -1.216882 2.929 -10.924 0.463 -0.20
N 3.127836 1.334459 1.700608 5.141 -3.973 8.539 -0.47
H 3.967421 2.959113 3.055413 -0.239 -1.563 -0.498 0.20
C 1.996487 -1.520107 0.471650 3.296 -2.285 -1.422 -0.15
C -1.236485 0.604396 -2.012986 -5.842 -3.577 4.766 0.06
C 1.831077 -0.339669 1.066123 -4.904 -3.664 -0.236 -0.18
H 2.029634 3.028907 1.267747 0.362 0.155 -0.079 0.19
C -0.472898 -0.596192 0.666872 -0.990 0.168 -0.018 -0.20
H 0.375259 0.621573 2.133416 -1.226 3.559 3.694 0.21
H -0.396930 -0.003192 -2.053061 1.983 -0.345 -0.761 0.18
C -2.517436 -1.670185 -1.428626 0.492 10.140 0.623 0.67
C -2.404668 2.490260 -1.837754 -0.737 5.770 2.848 0.06
C 4.230124 1.944901 2.600982 0.544 1.182 -2.281 -0.43
H -1.440593 -3.230830 -1.081112 0.759 4.033 -0.062 0.40
C -0.275096 -1.657451 -0.249918 -7.110 6.696 2.765 0.14
C 2.820441 -0.062525 1.907468 6.506 7.011 4.127 0.67
O -3.320642 -2.216932 -2.040944 -4.275 -3.852 -2.234 -0.56
H 1.064192 -2.834124 -0.956521 0.532 0.607 1.886 0.18
H -2.273306 3.572091 -1.761219 0.006 0.221 -0.722 0.17
H -1.419883 -0.285629 0.851536 -2.964 0.733 0.569 0.21
C 2.684367 2.229081 0.902790 -3.077 2.144 -9.612 -0.40
H 3.493250 2.515595 0.128628 -0.721 0.929 1.454 0.19
H 2.964401 -2.196861 0.278911 -1.933 2.313 0.971 0.25
C 0.465638 0.033369 1.362194 3.778 -3.015 -4.034 -0.14
N -1.306239 1.873855 -1.936060 3.960 0.851 -3.298 -0.42
```
Positions in Å, forces in eV/Å.

Computed properties:
Kohn-Sham gap = 8.911 eV
SMILES = CN(C)C(=O)c1ccc(NC(=O)c2cccnc2)cc1
Energy above the lowest of the compared OMol25 structures with the same formula, charge and spin = 246.8 kcal per mole
E_HOMO = -8.905 eV
LUMO = 0.0 eV
2S+1 = 1



# 5
This record from OMol25 describes 2 unconnected molecules or ions with the total composition C19H34N2OP at a distorted geometry. The level of theory is ωB97M-V/def2-TZVPD.

XYZ file:
```
57
Properties=species:S:1:pos:R:3:forces:R:3:nbo_charge:R:1
H 4.353961 0.195436 0.454391 -0.085 -0.199 -0.023 0.23
H 0.916475 -0.573187 3.365408 -0.056 -0.113 0.207 0.22
H 0.335291 -1.488614 -0.834293 -0.176 0.156 -0.413 0.14
H -0.479802 -1.648509 3.356514 0.092 -0.066 -0.023 0.21
H 4.380564 -1.956121 1.947585 0.068 0.025 0.025 0.21
C -3.324142 2.437943 -3.759328 0.120 0.338 -0.014 -0.23
H -1.780034 -1.079556 -3.431156 0.100 -0.286 0.045 0.23
C 3.316837 -1.769173 2.097046 -0.064 0.077 -0.215 -0.62
N 1.181411 -1.109385 1.070784 0.149 1.390 -0.540 -0.77
C -1.361929 1.030745 -3.576573 -0.217 0.641 -0.056 -0.16
H -2.752833 -0.233702 0.925324 0.166 -0.188 0.058 0.21
H -3.768267 3.416064 -3.852929 -0.005 0.100 -0.007 0.25
C 2.683347 -1.169039 0.833738 -0.016 -0.845 -0.088 0.15
H 0.576997 1.954227 3.458500 -0.006 0.049 0.089 0.22
C 2.236796 1.535901 -3.552011 1.783 -0.307 0.031 -0.27
H 0.499578 0.693094 -0.159624 -0.038 0.636 -0.949 -0.15
C 3.033922 -2.050154 -0.377200 -0.106 0.099 0.246 -0.62
H -2.820753 -0.693881 3.228867 -0.054 -0.106 0.012 0.20
C -1.205667 -1.755888 0.657650 -0.067 -0.055 0.147 -0.43
H 3.054137 0.894322 1.432148 0.510 -0.111 -0.291 0.24
H -0.574047 1.801688 4.788944 -0.007 -0.109 -0.016 0.22
C -0.472486 1.794070 3.703125 -0.082 -0.040 -0.217 -0.62
H -4.215195 -0.815722 -3.542884 -0.026 -0.117 0.015 0.25
H -3.067735 1.052259 3.136712 -0.034 0.065 -0.009 0.21
H 4.114965 -2.121723 -0.501874 -0.005 0.067 0.096 0.23
H 2.446764 0.902980 -4.416232 0.070 0.078 0.074 0.20
O 0.889047 1.947692 -3.588390 -3.559 -2.534 0.114 -0.40
H 0.561698 -2.901641 0.178767 -0.181 0.105 0.001 0.21
C 3.268432 0.234498 0.586492 0.530 -0.200 0.154 -0.66
H 3.202244 -1.091326 2.941691 -0.017 0.053 0.059 0.21
N -0.925707 0.558357 1.618898 1.967 0.039 -0.579 -0.75
H -1.044774 2.628288 3.299264 -0.047 0.014 -0.035 0.22
H -1.586014 0.120755 -0.320316 0.121 0.086 0.131 0.18
H 2.648300 -3.061101 -0.259725 0.029 -0.045 -0.021 0.22
H 2.838211 0.678485 -0.315109 0.099 0.072 -0.011 0.19
H -2.519218 0.312454 4.645608 0.048 -0.021 -0.029 0.22
C 0.032564 0.901509 -3.526300 1.030 2.323 -0.087 0.45
C 0.243693 -1.852665 0.194285 1.066 -0.273 0.579 -0.21
C -2.213011 -0.099007 -3.519805 0.510 -0.073 0.023 -0.09
C -2.437137 0.270285 3.559158 0.204 0.031 -0.191 -0.62
C -1.684240 -0.310333 0.684564 -0.379 0.238 1.103 -0.21
P 0.789783 0.615499 1.205755 -2.618 -1.078 0.350 0.98
H 0.462036 -0.085658 -3.440162 0.320 -0.206 0.043 0.21
H -0.137907 -0.671343 4.771352 -0.099 0.123 0.079 0.22
C -4.135283 1.314383 -3.702440 0.162 -0.063 0.021 -0.06
H 2.626302 -1.628855 -1.295179 -0.075 0.013 -0.144 0.18
H 2.876786 2.419285 -3.587829 -0.309 -0.081 0.004 0.24
H 2.829601 -2.708589 2.356469 -0.016 -0.030 -0.052 0.22
H 2.425610 0.991001 -2.626062 0.068 0.045 -0.040 0.21
H -1.856484 -2.360782 0.010992 0.226 0.139 -0.108 0.21
H -1.302700 -2.200759 1.651749 0.036 0.082 -0.117 0.22
C -3.575068 0.050512 -3.582772 -0.053 -0.288 0.019 -0.23
C -1.959321 2.305272 -3.698050 0.123 0.143 -0.008 -0.08
H -5.205260 1.422401 -3.752443 -0.198 0.018 -0.008 0.24
H -1.321410 3.169667 -3.745620 0.091 0.237 -0.002 0.24
C -0.119459 -0.676830 3.681295 -0.139 0.111 0.353 -0.63
C -0.979453 0.464461 3.121204 -0.953 -0.159 0.214 0.13
```
Positions in Å, forces in eV/Å.

Computed properties:
Kohn-Sham gap = 4.895 eV
Net charge = +1
Energy above the lowest of the compared OMol25 structures with the same formula, charge and spin = 21.4 kcal per mole
E_HOMO = -10.689 eV
LUMO = -5.8 eV
2S+1 = 1



What did the second record say?
This record from OMol25 describes a gas-phase ion, CHN2O3 (charge -1) at a distorted geometry. The level of theory is ωB97M-V/def2-TZVPD.

XYZ file:
```
7
Properties=species:S:1:pos:R:3:forces:R:3:nbo_charge:R:1
O -1.988710 -0.990513 -0.289998 -1.448 0.119 -0.081 -0.68
H 1.619263 -0.245693 -0.804724 -1.533 1.668 2.157 0.26
O 0.772436 1.301669 0.471360 -2.991 -3.436 -1.780 -0.31
N -0.756812 1.070598 -0.031002 -0.946 0.871 -0.182 -0.44
C -1.116406 -0.219234 -0.014890 5.361 1.732 0.654 0.75
O 0.212750 -0.902110 0.428301 -0.257 0.080 0.193 -0.49
N 1.257477 -0.014717 0.240950 1.814 -1.033 -0.960 -0.09
```
Positions in Å, forces in eV/Å.

Computed properties:
Kohn-Sham gap = 8.303 eV
SMILES = [O-]C1=NONO1
Net charge = -1
Energy above the lowest of the compared OMol25 structures with the same formula, charge and spin = 72.8 kcal per mole
E_HOMO = -3.756 eV
LUMO = 4.5 eV
2S+1 = 1



Question: The highest E_HOMO belongs to which entry?
Answer: CHN2O3